41
Properties=species:S:1:pos:R:3 method="wB97M-V/def2-TZVPD" gap_ev="6.80 / 6.31" spin_multiplicity=5 total_charge=-2 e_above_lowest_ev=0.049 largest_force_ha_per_bohr=0.0081 e_tot_ha=-5941.2148
Fe 0.06 0.83 -0.06
N 2.17 -1.80 -0.69
C 1.44 -2.82 -0.18
C 1.70 -4.14 -0.53
C 0.91 -5.19 -0.04
C -0.13 -4.96 0.81
C -0.42 -3.63 1.20
C -1.48 -3.32 2.09
C -1.69 -2.03 2.47
C -0.84 -1.03 1.95
N 0.11 -1.27 1.09
C 0.35 -2.55 0.71
H 3.02 -2.01 -1.18
H 2.09 -0.84 -0.34
H 2.52 -4.35 -1.20
H 1.15 -6.21 -0.35
H -0.74 -5.78 1.19
H -2.11 -4.13 2.46
H -2.50 -1.76 3.13
H -0.98 0.01 2.24
O 2.95 0.34 2.13
S 2.36 1.41 1.34
O 3.15 2.63 1.35
O 0.92 1.69 1.74
O 2.17 0.89 -0.10
O -3.48 -0.39 -0.29
S -2.58 0.68 -0.70
O -3.17 1.62 -1.64
O -1.30 0.09 -1.30
O -2.01 1.39 0.50
Br 0.83 1.80 -3.43
C 0.15 3.16 -2.31
C -0.14 4.41 -2.85
C -0.62 5.37 -1.98
C -0.79 5.06 -0.64
C -0.48 3.78 -0.21
N -0.01 2.85 -1.05
H 0.01 4.60 -3.90
H -0.87 6.36 -2.35
H -1.16 5.79 0.06
H -0.58 3.46 0.81